Entry 1:
Formula: C5H7NO
Source: the OMol25 dataset
Level of theory: ωB97M-V with the def2-TZVPD basis set

For the strongest force on any atom, the calculation gives 0.0115 hartree/bohr. For the energy relative to the best compared isomer or geometry (same formula, charge and spin), the calculation gives 4.667 eV. As for the lowest unoccupied orbital energy: 0.92 eV. Its electronic energy is -8831.536 eV. The calculation puts the HOMO-LUMO gap at 0.3512 Eh.

Geometry as XYZ:
```
14
Properties=species:S:1:pos:R:3:mulliken_charge:R:1
C 0.7546 1.5378 -1.5381 -0.759
C 0.7214 1.4019 -0.2148 -0.423
C -0.7863 -1.0995 0.7693 -0.083
C -0.2301 -1.3129 2.0727 -0.196
O -1.4197 -0.5186 1.8494 -0.397
C -0.8909 -1.1839 -0.5166 0.624
N -0.9432 -1.2451 -1.7494 -0.662
H -0.4136 -0.4550 -2.1464 0.310
H 1.5903 1.1685 -2.1284 0.318
H -0.0472 2.0354 -2.0791 0.342
H 1.5283 0.9131 0.3272 0.211
H -0.1092 1.7654 0.3860 0.277
H -0.4011 -2.2598 2.5803 0.240
H 0.6467 -0.7473 2.3878 0.199
```



Entry 2:
Formula: C5H7NO
Source: the OMol25 dataset
Level of theory: ωB97M-V with the def2-TZVPD basis set

For the strongest force on any atom, the calculation gives 0.0651 hartree/bohr. For the energy relative to the best compared isomer or geometry (same formula, charge and spin), the calculation gives 9.066 eV. As for the lowest unoccupied orbital energy (spin up / spin down): 0.72 / 0.52 eV. Its electronic energy is -8827.136 eV. The calculation puts the HOMO-LUMO gap (spin up / spin down) at 0.2948 / 0.3035 Eh.

Geometry as XYZ:
```
14
Properties=species:S:1:pos:R:3:mulliken_charge:R:1
C 0.3749 1.9332 -1.0229 -0.277
C -0.0781 0.9103 -0.3013 0.363
C 1.1674 0.7575 -0.9579 -0.623
C -1.2459 -1.2663 0.0745 -1.002
C -1.1702 0.2841 0.3712 -0.302
N 2.8380 0.2393 0.2742 -0.202
O 2.3342 -0.6993 0.9596 -0.242
H 0.2494 2.9372 -1.2902 0.428
H -2.0944 -1.6047 0.6963 0.309
H -0.3823 -1.8632 0.2604 0.286
H -1.4169 -1.4861 -0.9979 0.309
H -1.2271 0.6707 1.3335 0.381
H -1.9620 0.7781 -0.2073 0.254
H 2.6131 -1.5908 0.8078 0.317
```



Entry 3:
Formula: C5H7NO
Source: the OMol25 dataset
Level of theory: ωB97M-V with the def2-TZVPD basis set

For the strongest force on any atom, the calculation gives 0.0103 hartree/bohr. For the energy relative to the best compared isomer or geometry (same formula, charge and spin), the calculation gives 3.389 eV. As for the lowest unoccupied orbital energy: 0.33 eV. Its electronic energy is -8832.814 eV. The calculation puts the HOMO-LUMO gap at 0.2889 Eh.

Geometry as XYZ:
```
14
Properties=species:S:1:pos:R:3:mulliken_charge:R:1
O -1.0890 -0.0609 1.6367 -0.647
C -1.6054 -0.8398 0.8049 0.175
C -1.2448 -0.9548 -0.5455 -0.815
C -0.1211 1.0850 -0.4742 -0.039
C 1.2592 1.1798 0.0798 -0.443
C 1.3206 -0.3255 -0.2926 -0.416
N -0.0891 -0.1712 -0.7903 0.062
H -2.4016 -1.5272 1.1337 0.361
H -1.5662 -1.7094 -1.2495 0.315
H -0.9951 1.7209 -0.5761 0.403
H 1.1928 1.3318 1.1616 0.209
H 1.9580 1.8803 -0.3795 0.317
H 1.3494 -1.0014 0.5629 0.212
H 2.0324 -0.6075 -1.0720 0.305
```



Entry 4:
Formula: C5H7NO
Source: the OMol25 dataset
Level of theory: ωB97M-V with the def2-TZVPD basis set

For the strongest force on any atom, the calculation gives 0.1738 hartree/bohr. For the energy relative to the best compared isomer or geometry (same formula, charge and spin), the calculation gives 4.827 eV. As for the lowest unoccupied orbital energy: 0.94 eV. Its electronic energy is -8831.375 eV. The calculation puts the HOMO-LUMO gap at 0.3354 Eh.

Geometry as XYZ:
```
14
Properties=species:S:1:pos:R:3:mulliken_charge:R:1
C -2.1276 0.1919 0.3565 -0.531
C 0.4615 0.9104 -0.4940 -0.342
C 1.7858 0.7382 -0.1338 -0.319
C 1.8779 -0.6537 0.0359 -0.503
C 0.6780 -1.2542 -0.2760 -0.284
H -3.1243 -0.3590 0.4625 0.299
H -1.9941 1.4326 0.2797 0.227
H -1.6130 -0.3062 1.2259 0.257
H 0.1581 1.9225 -0.8579 0.318
H 2.5830 1.5115 0.3541 0.246
H 2.8145 -1.1290 0.4344 0.320
H 0.1886 -2.3078 -0.1188 0.287
N -0.2324 -0.3154 -0.5069 0.408
O -1.4562 -0.3820 -0.7615 -0.382
```



Q: energy relative to the best compared isomer or geometry (same formula, charge and spin) of number 4 (C5H7NO)?
A: 4.827 eV